[1]
This record from the OMol25 dataset describes a molecular structure, BrH10O6V in a non-equilibrium geometry. The level of theory is the ωB97M-V functional and the def2-TZVPD basis.

Properties
energy above the lowest of the compared OMol25 structures with the same formula, charge and spin = 81.49 kcal per mole
calculated total energy = -3975.15990 Eh
2S+1 = 2
orbital gap (alpha / beta) = 6.0975 / 6.6046 eV
F_max = 0.04082 hartree/bohr
LUMO energy (alpha / beta) = -8.1 / -7.6 eV
molecular weight = 236.9 Da
total charge = +1

Geometry (Å):
O -1.77 1.68 3.71
V -0.81 0.80 2.84
Br -0.66 -0.40 0.79
O 0.19 -1.92 -1.87
H -0.11 -2.49 -1.13
H -0.51 -1.99 -2.53
O 2.38 -1.96 0.37
H 1.81 -1.75 1.11
H 1.83 -1.94 -0.41
O 1.16 1.52 2.27
H 1.55 1.27 1.42
H 1.87 1.65 2.95
O -2.85 0.51 -1.43
H -2.96 1.32 -0.93
H -2.37 -0.08 -0.84
O 0.66 1.59 -2.08
H 0.90 0.65 -1.94
H -0.29 1.53 -2.29

Atomic partial charges in e from the Mulliken method, atoms 1 to 5:
1 O -0.49
2 V 1.09
3 Br 0.08
4 O -0.58
5 H 0.32


[2]
This record from the OMol25 dataset describes C4H8N2O in the gas phase. The level of theory is the ωB97M-V functional and the def2-TZVPD basis.

Properties
energy above the lowest of the compared OMol25 structures with the same formula, charge and spin = 92.83 kcal per mole
calculated total energy = -341.85571 Eh
SMILES = [H]/N=N\C(C)=C(\C)O
orbital gap (alpha / beta) = 7.8175 / 7.8169 eV
F_max = 0.01390 hartree/bohr
LUMO energy (alpha / beta) = -0.4 / -0.4 eV
molecular weight = 100.1 Da

Geometry (Å):
H -0.32 2.13 -1.69
N 0.02 2.51 -0.80
N 0.88 1.64 -0.27
C 0.58 0.34 -0.22
C 1.68 -0.61 0.17
C -0.80 -0.01 -0.08
C -1.19 -1.30 0.57
O -1.73 0.86 -0.26
H 1.49 -1.10 1.13
H 1.79 -1.40 -0.58
H 2.61 -0.06 0.23
H -2.27 -1.43 0.50
H -0.69 -2.14 0.09
H -0.90 -1.31 1.62
H -1.16 1.88 -0.39

Atomic partial charges in e from the Mulliken method, atoms 1 to 5:
1 H 0.31
2 N -0.82
3 N -0.17
4 C 0.52
5 C -1.19


[3]
This record from the OMol25 dataset describes 8 unconnected molecules or ions with the total composition C20H38BCl8F4O6S2 in a non-equilibrium geometry. The level of theory is the ωB97M-V functional and the def2-TZVPD basis.

Properties
calculated total energy = -6138.77029 Eh
orbital gap = 10.2099 eV
F_max = 0.09489 hartree/bohr
LUMO energy = 1.9 eV
molecular weight = 809.1 Da
total charge = -1

Geometry (Å):
B 0.55 -0.35 0.91
F 0.32 0.19 2.15
F -0.19 0.29 0.00
F 1.90 -0.22 0.60
F 0.12 -1.63 0.99
C -4.10 1.08 -4.44
C -4.26 0.77 -5.90
C -5.15 -0.48 -6.07
S -6.11 -0.64 -4.47
O -5.84 -1.88 -3.82
O -7.48 -0.21 -4.72
C -5.33 0.81 -3.66
H -3.76 2.08 -4.19
H -3.50 0.31 -3.95
H -3.27 0.70 -6.36
H -4.68 1.53 -6.55
H -4.46 -1.31 -6.16
H -5.81 -0.50 -6.93
H -5.10 0.58 -2.62
H -5.96 1.70 -3.73
C 3.92 -6.97 -0.08
C 4.30 -7.58 -1.49
C 5.49 -6.82 -2.07
S 5.65 -5.28 -1.00
O 5.68 -4.18 -1.90
O 6.74 -5.46 -0.09
C 4.08 -5.41 -0.16
H 4.60 -7.40 0.66
H 2.87 -7.11 0.16
H 3.41 -7.48 -2.12
H 4.57 -8.62 -1.35
H 5.36 -6.35 -3.05
H 6.46 -7.31 -2.18
H 3.26 -5.04 -0.78
H 4.15 -4.89 0.79
O -1.93 7.26 0.01
C -2.54 6.55 0.80
O -3.20 6.98 1.81
C -3.61 5.93 2.70
C -3.34 4.64 1.96
C -2.40 5.06 0.90
H -4.60 5.95 3.16
H -2.89 6.10 3.50
H -4.29 4.40 1.48
H -2.96 3.73 2.42
H -2.42 4.57 -0.08
H -1.43 4.75 1.28
Cl 1.05 -1.51 8.53
C 1.21 -1.34 6.77
C 2.66 -1.00 6.44
Cl 3.82 -2.29 6.69
H 0.54 -0.56 6.40
H 0.85 -2.27 6.33
H 2.92 -0.03 6.88
H 2.76 -0.87 5.36
Cl -5.62 -4.39 2.10
C -4.71 -3.10 1.39
C -4.27 -2.12 2.48
Cl -5.71 -1.37 3.33
H -5.25 -2.60 0.59
H -3.84 -3.51 0.89
H -3.74 -1.34 1.94
H -3.51 -2.43 3.20
Cl 5.00 5.16 1.78
C 3.48 4.62 2.41
C 3.69 4.11 3.80
Cl 2.14 3.97 4.61
H 3.14 3.83 1.75
H 2.78 5.45 2.52
H 4.30 4.72 4.46
H 4.20 3.14 3.83
Cl 1.80 2.96 -4.84
C 3.26 2.22 -4.02
C 4.19 3.30 -3.44
Cl 4.99 4.14 -4.77
H 3.70 1.57 -4.78
H 2.71 1.61 -3.31
H 4.99 2.98 -2.77
H 3.65 4.08 -2.92

Atomic partial charges in e from the Mulliken method, atoms 1 to 5:
1 B 0.62
2 F -0.42
3 F -0.36
4 F -0.43
5 F -0.41


[4]
This record from the OMol25 dataset describes 3 unconnected molecules or ions with the total composition C3H10NO in a non-equilibrium geometry. The level of theory is the ωB97M-V functional and the def2-TZVPD basis.

Properties
energy above the lowest of the compared OMol25 structures with the same formula, charge and spin = 175.78 kcal per mole
calculated total energy = -249.32088 Eh
2S+1 = 2
orbital gap (alpha / beta) = 7.3982 / 5.1393 eV
F_max = 0.04240 hartree/bohr
LUMO energy (alpha / beta) = -12.6 / -14.9 eV
molecular weight = 76.1 Da
total charge = +2

Geometry (Å):
C -1.19 1.86 -1.00
C -0.20 1.06 -0.33
C -0.13 -0.36 -0.40
N 0.74 -1.14 0.16
H -1.68 1.28 -1.78
H -1.94 2.45 -0.46
H -0.60 2.61 -1.59
H 0.68 1.55 0.12
H -1.04 -0.83 -0.82
H 1.18 -0.73 0.99
H 2.11 1.29 3.54
H 1.57 1.64 3.90
H 0.18 -2.80 -0.36
H 0.37 -4.38 -0.89
O -0.06 -3.50 -1.09

Atomic partial charges in e from the Mulliken method, atoms 1 to 5:
1 C -1.00
2 C 0.16
3 C 0.26
4 N -0.50
5 H 0.37


[5]
This record from the OMol25 dataset describes a molecular structure, C33H28F2N6O4STi. The level of theory is the ωB97M-V functional and the def2-TZVPD basis.

Properties
energy above the lowest of the compared OMol25 structures with the same formula, charge and spin = 0.00 kcal per mole
calculated total energy = -3351.10395 Eh
2S+1 = 2
orbital gap (alpha / beta) = 7.9149 / 8.5199 eV
F_max = 0.00970 hartree/bohr
LUMO energy (alpha / beta) = -2.6 / -2.7 eV
molecular weight = 690.6 Da
total charge = +1

Geometry (Å):
Ti -0.78 -0.02 -0.23
C 1.85 1.05 -1.79
N 0.73 0.16 -2.11
C 1.22 -1.19 -2.38
C 0.06 -2.13 -2.57
C 0.24 -3.35 -3.21
C -0.85 -4.19 -3.37
C -2.08 -3.77 -2.92
C -2.18 -2.53 -2.29
N -1.13 -1.72 -2.10
C 0.05 0.70 -3.31
C -1.08 1.62 -2.94
C -1.50 2.62 -3.81
C -2.61 3.38 -3.47
C -3.27 3.11 -2.29
C -2.77 2.11 -1.47
N -1.69 1.38 -1.77
C 2.31 0.94 -0.37
C 3.64 1.11 -0.03
C 3.99 1.16 1.31
C 2.99 1.04 2.26
C 1.69 0.85 1.83
N 1.35 0.78 0.54
H 1.52 2.08 -1.94
H 2.69 0.89 -2.48
H 1.82 -1.52 -1.53
H 1.86 -1.20 -3.27
H 1.22 -3.62 -3.57
H -0.73 -5.14 -3.86
H -2.96 -4.38 -3.03
H -3.13 -2.20 -1.94
H -0.39 -0.12 -3.87
H 0.76 1.20 -3.98
H -0.96 2.79 -4.73
H -2.95 4.17 -4.13
H -4.14 3.66 -1.99
H -3.25 1.88 -0.52
H 4.39 1.22 -0.80
H 5.02 1.29 1.61
H 3.21 1.08 3.32
H 0.89 0.73 2.55
F -2.95 -1.91 0.47
C -2.88 -0.59 0.02
F -3.64 0.13 0.95
H -3.50 -0.56 -0.89
S -1.86 3.03 3.27
C -1.82 1.69 2.22
N -1.22 1.84 1.08
C -0.71 3.15 0.98
C -0.01 3.70 -0.09
C 0.42 5.01 -0.01
C 0.16 5.79 1.12
C -0.54 5.26 2.19
C -0.97 3.94 2.11
H -2.28 0.76 2.51
H 0.17 3.11 -0.97
H 0.96 5.44 -0.84
H 0.51 6.81 1.16
H -0.74 5.86 3.07
O -0.71 -0.77 1.76
C -0.01 -1.75 1.40
O 0.27 -1.83 0.17
C 0.50 -2.75 2.37
C 0.16 -2.64 3.72
C 0.65 -3.56 4.63
C 1.47 -4.56 4.17
C 1.82 -4.70 2.84
C 1.33 -3.78 1.93
N 2.01 -5.55 5.15
O 1.70 -5.39 6.31
O 2.74 -6.41 4.72
H -0.50 -1.84 4.03
H 0.40 -3.51 5.68
H 2.47 -5.51 2.54
H 1.57 -3.84 0.88

Atomic partial charges in e from the Mulliken method, atoms 1 to 5:
1 Ti 0.92
2 C -1.41
3 N 1.28
4 C -1.67
5 C 0.96


[6]
This record from the OMol25 dataset describes a molecular structure, ClNa. The level of theory is the ωB97M-V functional and the def2-TZVPD basis.

Properties
energy above the lowest of the compared OMol25 structures with the same formula, charge and spin = 0.00 kcal per mole
calculated total energy = -622.53946 Eh
orbital gap = 7.6511 eV
F_max = 0.00594 hartree/bohr
LUMO energy = -1.1 eV
molecular weight = 58.4 Da

Geometry (Å):
Na -8.58 8.81 16.45
Cl -8.41 10.47 18.19

Need the Mulliken charges? In units of e they are:
1 Na 0.81
2 Cl -0.81


[7]
This record from the OMol25 dataset describes a molecular structure, C45H55CdCl3Ge2N4O2P2S2 in a non-equilibrium geometry. The level of theory is the ωB97M-V functional and the def2-TZVPD basis.

Properties
energy above the lowest of the compared OMol25 structures with the same formula, charge and spin = 8.13 kcal per mole
calculated total energy = -9298.81590 Eh
2S+1 = 2
orbital gap (alpha / beta) = 3.0476 / 6.8993 eV
F_max = 0.03783 hartree/bohr
LUMO energy (alpha / beta) = 1.9 / 1.9 eV
molecular weight = 1174.0 Da
total charge = -1

Geometry (Å):
Cd 0.12 0.00 -0.34
N -0.23 0.05 2.10
C -1.60 -0.18 2.60
C -2.47 1.06 2.43
C -2.85 1.35 0.98
N -1.68 1.74 0.19
H 0.37 -0.70 2.42
H 0.12 0.92 2.49
H -1.58 -0.47 3.65
H -2.03 -1.00 2.02
H -1.95 1.93 2.85
H -3.38 0.91 3.01
H -3.62 2.13 0.98
H -3.27 0.45 0.53
H -1.27 2.59 0.57
H -1.99 1.97 -0.76
O -1.94 -1.06 -0.76
P -2.56 -2.41 -0.94
C -2.46 -3.47 0.56
P -0.70 -3.73 0.99
O 0.22 -2.73 0.38
C -0.35 -5.41 0.46
C 0.22 -5.62 -0.79
C 0.57 -6.89 -1.20
C 0.35 -7.98 -0.36
C -0.22 -7.78 0.89
C -0.57 -6.51 1.30
C -0.57 -3.72 2.79
C 0.75 -3.70 3.25
C 1.03 -3.65 4.61
C -0.02 -3.63 5.52
C -1.33 -3.67 5.07
C -1.61 -3.72 3.72
C -1.83 -3.38 -2.23
C -2.27 -4.70 -2.50
C -1.71 -5.40 -3.56
C -0.73 -4.82 -4.36
C -0.32 -3.50 -4.11
C -0.86 -2.78 -3.06
C -4.33 -2.23 -1.19
C -5.28 -3.21 -0.87
C -6.62 -3.00 -1.15
C -7.03 -1.82 -1.77
C -6.09 -0.85 -2.11
C -4.75 -1.05 -1.82
H -2.91 -4.44 0.36
H -3.01 -2.98 1.37
H 0.38 -4.76 -1.44
H 1.01 -7.04 -2.17
H 0.64 -8.97 -0.67
H -0.38 -8.62 1.55
H -1.01 -6.35 2.28
H 1.55 -3.72 2.52
H 2.06 -3.62 4.95
H 0.19 -3.57 6.58
H -2.14 -3.65 5.79
H -2.64 -3.76 3.38
H -3.04 -5.16 -1.89
H -2.04 -6.41 -3.76
H -0.30 -5.38 -5.19
H 0.43 -3.04 -4.74
H -0.54 -1.77 -2.86
H -4.97 -4.14 -0.39
H -7.35 -3.75 -0.87
H -8.08 -1.67 -1.99
H -6.41 0.06 -2.60
H -4.01 -0.29 -2.06
Cl -1.81 4.24 -2.56
Ge 0.23 3.38 -1.88
Cl 1.45 3.98 -3.66
Cl -0.30 1.17 -2.69
N 3.35 2.39 2.52
C 2.19 2.27 3.22
S 0.91 3.25 2.84
N 2.26 1.31 4.19
C 1.45 1.00 5.30
C 0.17 1.49 5.54
C -0.51 1.13 6.69
C 0.07 0.29 7.63
C 1.34 -0.21 7.39
C 2.02 0.13 6.24
H 3.24 2.85 1.64
H 3.98 1.60 2.48
H 3.14 0.81 4.21
H -0.29 2.15 4.83
H -1.51 1.52 6.86
H -0.46 0.03 8.54
H 1.81 -0.88 8.11
H 3.01 -0.26 6.06
S 2.95 1.52 -0.63
C 4.21 1.82 -1.84
C 5.15 2.82 -1.56
C 6.14 3.12 -2.48
C 6.21 2.44 -3.68
C 5.27 1.46 -3.97
C 4.27 1.16 -3.06
H 5.09 3.36 -0.62
H 6.86 3.90 -2.25
H 6.99 2.67 -4.40
H 5.30 0.93 -4.91
H 3.54 0.40 -3.30
C 3.23 -3.32 -0.72
Ge 3.56 -1.43 -0.24
C 5.44 -1.15 -0.82
C 3.65 -1.20 1.74
C 2.26 -0.13 -0.93
H 4.12 -3.91 -0.47
H 3.05 -3.41 -1.79
H 2.38 -3.72 -0.18
H 6.07 -1.84 -0.26
H 5.78 -0.13 -0.63
H 5.57 -1.35 -1.88
H 3.84 -2.15 2.24
H 2.72 -0.77 2.12
H 4.48 -0.53 1.98
H 2.12 -0.24 -2.01

Atomic partial charges in e from the Mulliken method, atoms 1 to 5:
1 Cd 4.19
2 N 1.09
3 C 0.43
4 C -1.17
5 C -0.29


[8]
This record from the OMol25 dataset describes 3 unconnected molecules or ions with the total composition C4H11NO2 in a non-equilibrium geometry. The level of theory is the ωB97M-V functional and the def2-TZVPD basis.

Properties
energy above the lowest of the compared OMol25 structures with the same formula, charge and spin = 47.54 kcal per mole
calculated total energy = -364.19241 Eh
SMILES = C=NC(=C)C.O.O
orbital gap = 10.1002 eV
F_max = 0.02581 hartree/bohr
LUMO energy = 0.7 eV
molecular weight = 105.1 Da

Geometry (Å):
C 0.56 -1.57 -0.73
N 0.49 -0.37 -0.42
C 1.55 0.29 0.23
C 1.93 -0.15 1.43
C 2.09 1.44 -0.53
H -0.27 -2.14 -1.13
H 1.52 -2.08 -0.60
H 1.39 -1.00 1.82
H 2.63 0.39 2.06
H 1.33 1.95 -1.13
H 2.59 2.18 0.08
H 2.81 1.09 -1.28
O -2.08 -0.87 1.10
H -1.89 -0.63 2.01
H -1.56 -0.27 0.55
O -3.44 1.06 -1.16
H -3.62 0.14 -0.89
H -2.50 1.23 -1.15

Atomic partial charges in e from the Mulliken method, atoms 1 to 5:
1 C -0.39
2 N -0.39
3 C 0.70
4 C -0.82
5 C -1.17